No. 1
Formula: C12H27Cl6N
Source: the Open Molecules 2025 dataset
Level of theory: the ωB97M-V functional and the def2-TZVPD basis

Relative energy (zero: lowest compared OMol25 entry of this formula, charge and spin): 0.0 kcal/mol
Structure (SMILES): CCN(CC)CC.ClCCCl.ClCCCl.ClCCCl
LUMO level: 0.58 eV
HOMO-LUMO gap: 8.9 eV
F_max: 1.92 eV/A

Last column: Mulliken charge in e.
Positions of all 46 atoms, in Å:
1 C -0.00088 2.02211 -1.03512  -1.004
2 C -0.30632 1.94410 -2.51187  -0.276
3 N 0.40641 3.04939 -3.20694  0.001
4 C 1.87827 2.77965 -3.32900  -0.709
5 C 2.29906 1.79647 -4.43467  -1.000
6 C -0.23330 3.34755 -4.50967  -0.409
7 C 0.43680 4.52710 -5.18186  -1.351
8 H -0.60542 1.34783 -0.42851  0.142
9 H -0.13273 2.99944 -0.57087  0.322
10 H 1.04952 1.81520 -0.83029  0.282
11 H 0.03138 0.95528 -2.82218  0.126
12 H -1.35205 2.18804 -2.69903  0.436
13 H 2.47293 3.66164 -3.56686  0.354
14 H 2.32813 2.46515 -2.38731  0.331
15 H 3.26854 1.45857 -4.06858  0.389
16 H 1.60358 0.95756 -4.45979  0.283
17 H 2.43332 2.23305 -5.42435  0.262
18 H -1.24466 3.69010 -4.29073  0.460
19 H -0.21079 2.48504 -5.17574  0.324
20 H 1.48118 4.34587 -5.43591  0.298
21 H 0.35254 5.38659 -4.51682  0.316
22 H -0.14863 4.79863 -6.06029  0.412
23 Cl 3.79707 -2.18909 4.47980  -0.186
24 C 2.39047 -3.23228 4.76423  -0.500
25 C 1.90127 -3.66671 3.38630  0.176
26 Cl 0.67806 -4.95641 3.60471  -0.225
27 H 1.57040 -2.67692 5.21940  0.265
28 H 2.73789 -4.04658 5.40009  0.369
29 H 2.73037 -4.03459 2.78186  0.389
30 H 1.36389 -2.80667 2.98674  -0.308
31 Cl 0.40814 -0.37079 4.15320  -0.133
32 C -0.63026 0.21856 2.83498  -0.621
33 C -0.56687 -0.78355 1.61389  -0.399
34 Cl 1.11498 -0.80663 0.97179  -0.194
35 H -0.41064 1.24143 2.52904  0.396
36 H -1.63032 0.37653 3.23877  0.394
37 H -1.26279 -0.56582 0.80371  0.367
38 H -0.70114 -1.79131 2.00697  0.205
39 Cl -2.65737 -2.16406 4.08531  -0.111
40 C -3.90260 -3.45082 3.93353  -0.524
41 C -3.60437 -4.36914 2.75045  -0.285
42 Cl -3.53344 -3.44912 1.20058  -0.183
43 H -4.79489 -2.83291 3.83299  0.316
44 H -3.91476 -3.95224 4.90127  0.323
45 H -4.30330 -5.19629 2.62625  0.352
46 H -2.58666 -4.74897 2.84052  0.128

=====

No. 2
Formula: C3H9N4O3
Source: the Open Molecules 2025 dataset
Level of theory: the ωB97M-V functional and the def2-TZVPD basis

Relative energy (zero: lowest compared OMol25 entry of this formula, charge and spin): 26.0 kcal/mol
LUMO level: -4.08 eV
HOMO-LUMO gap: 9.3 eV
F_max: 4.91 eV/A
Total charge: +1

Last column: Mulliken charge in e.
Positions of all 19 atoms, in Å:
1 C 1.42722 0.81100 0.17612  0.676
2 C -0.96926 -1.92787 -0.98671  -0.751
3 C -0.83889 -0.15700 0.17641  0.190
4 N 2.18507 1.80969 -0.26335  -0.354
5 N 1.90419 -0.07163 1.03921  -0.295
6 N -2.16256 0.38085 -0.17154  1.038
7 N 0.17878 0.68829 -0.30067  -0.189
8 O -3.07238 -0.01578 0.51347  -0.608
9 O -2.20691 1.13377 -1.11528  -0.633
10 O -0.74344 -0.56054 1.46403  -0.563
11 H -1.83916 -2.40858 -0.57449  0.337
12 H -1.08231 -1.54696 -1.98789  0.337
13 H -0.02685 -2.39986 -0.77480  0.301
14 H 3.13503 1.91547 0.05466  0.206
15 H 1.83701 2.48712 -0.92242  0.205
16 H 2.81824 0.04005 1.44581  0.219
17 H 1.28447 -0.75931 1.44655  0.227
18 H -0.18187 1.32976 -1.01161  0.258
19 H -1.64640 -0.74847 1.79250  0.399

=====

No. 3
Formula: C3H12N2O2
Source: the Open Molecules 2025 dataset
Level of theory: the ωB97M-V functional and the def2-TZVPD basis

Relative energy (zero: lowest compared OMol25 entry of this formula, charge and spin): 19.7 kcal/mol
LUMO level (spin up / spin down): 3.82 / 3.75 eV
Spin multiplicity: 2
HOMO-LUMO gap (spin up / spin down): 2.7 / 9.2 eV
F_max: 1.56 eV/A
<S²>: 0.7505
Total charge: -1

Last column: Mulliken charge in e.
Positions of all 19 atoms, in Å:
1 C 0.22152 -1.02629 0.18792  -0.976
2 C -0.45685 -1.03466 1.54724  -0.974
3 O -0.40455 0.24022 2.19018  -0.536
4 N -0.16149 0.07697 -0.64886  1.638
5 C 0.82009 0.43458 -1.69553  -3.588
6 N 2.12995 0.71690 -1.14936  -0.476
7 H 1.29020 -1.06768 0.38598  0.438
8 H 0.05040 -2.01449 -0.25572  0.063
9 H 0.06306 -1.75383 2.19090  0.258
10 H -1.47634 -1.42644 1.59484  0.323
11 H 0.32836 0.67647 1.73184  0.376
12 H -1.01811 -0.12800 -1.16122  0.389
13 H 0.84479 -0.32389 -2.48444  0.819
14 H 0.41862 1.33183 -2.20026  0.188
15 H 2.84101 0.36489 -1.76690  0.653
16 H 2.15069 1.68323 -0.87405  0.535
17 H -2.24156 0.98908 1.51637  0.304
18 H -2.49307 1.36211 0.07556  0.302
19 O -2.90672 0.89901 0.81552  -0.736

=====

No. 4
Formula: C23H41ClLaP2
Source: the Open Molecules 2025 dataset
Level of theory: the ωB97M-V functional and the def2-TZVPD basis

Relative energy (zero: lowest compared OMol25 entry of this formula, charge and spin): 68.5 kcal/mol
LUMO level (spin up / spin down): -3.89 / -3.50 eV
HOMO-LUMO gap (spin up / spin down): 5.8 / 6.1 eV
F_max: 4.40 eV/A
Total charge: +1

Last column: Mulliken charge in e.
Positions of all 68 atoms, in Å:
1 La -0.84088 2.05044 -0.53566  1.554
2 C -0.97237 -1.56379 3.09489  0.373
3 C 0.31047 -1.87244 2.61192  0.983
4 C 0.50179 -0.10040 4.09173  0.141
5 C -0.84735 -0.44158 3.98576  0.632
6 C 1.22910 -0.97803 3.24365  0.755
7 C -2.20400 -2.33398 2.83937  -0.928
8 H -2.38433 -2.45066 1.75342  -0.002
9 H -3.07073 -1.83174 3.28276  0.244
10 H -2.15429 -3.35028 3.26249  0.342
11 C -1.95070 0.19038 4.73332  -1.679
12 H -2.92446 -0.28308 4.53711  0.353
13 H -2.02848 1.26274 4.48430  0.314
14 H -1.78265 0.13214 5.82296  0.384
15 C 1.04516 0.92919 4.98614  -1.704
16 H 0.68706 0.77792 6.00005  0.373
17 H 0.75573 1.92706 4.66686  0.291
18 H 2.11990 0.86451 5.01374  0.426
19 C 2.68988 -0.99925 3.08212  -0.975
20 H 3.12220 -1.98047 3.35532  0.312
21 H 3.15410 -0.22280 3.70945  0.299
22 H 3.00042 -0.80197 2.02685  -0.058
23 C 0.69492 -2.93801 1.66971  -1.302
24 H 1.10568 -3.79642 2.20953  0.520
25 H 1.46808 -2.58944 0.98014  0.294
26 H -0.17647 -3.26054 1.09156  0.434
27 C -1.37158 2.30734 -2.66812  0.438
28 C -1.77995 0.93253 -2.76844  -0.560
29 C -1.41283 0.19006 -4.00893  -1.596
30 C 0.06981 0.08730 -4.46414  -0.990
31 C 1.10496 0.24508 -3.40313  -0.519
32 C 1.59016 1.38996 -2.87361  0.352
33 C 1.22276 2.74348 -3.34842  -1.170
34 C -0.33659 2.99424 -3.50318  -1.054
35 H -1.93735 0.58679 -4.88792  0.452
36 H 0.21911 0.78640 -5.31180  0.406
37 H -1.82046 -0.81848 -3.95642  0.456
38 H -0.67657 2.83243 -4.53232  0.372
39 H -2.12107 3.02922 -2.24350  0.301
40 H -2.81433 0.69949 -2.49044  0.779
41 H -0.53911 4.04840 -3.22252  0.537
42 H 1.64988 3.51717 -2.67356  0.283
43 H 2.52157 1.34149 -2.28332  0.624
44 H 1.61207 2.93768 -4.36814  0.375
45 H 0.21322 -0.93152 -4.88050  0.386
46 H 1.67712 -0.67805 -3.15938  0.463
47 P -1.32725 -1.57845 -0.19479  0.637
48 C -2.71486 -0.34497 0.06474  -1.737
49 C -1.74377 -2.35043 -1.78858  -1.718
50 P 1.71257 -0.06179 0.22896  0.824
51 C 0.23047 -0.58711 -0.86058  -0.816
52 C 3.09375 -0.71490 -0.81618  -1.599
53 C 1.91202 1.81362 -0.00557  -1.617
54 H -2.56558 0.32125 0.94343  0.310
55 H -3.58005 -0.97346 0.32716  0.576
56 H -3.05724 0.25438 -0.79766  0.470
57 H -0.93045 -2.29731 -2.51738  0.437
58 H -2.65484 -1.94885 -2.23671  0.346
59 H -1.91094 -3.41436 -1.56337  0.512
60 H 1.37459 2.37229 -0.79624  0.080
61 H 2.94942 1.94003 -0.31466  0.549
62 H 1.76389 2.28981 0.96792  0.505
63 H -0.06990 0.19163 -1.65258  -0.728
64 H 0.74999 -1.39567 -1.43886  0.489
65 H 3.80421 -1.16028 -0.10373  0.479
66 H 3.60422 0.07175 -1.38037  0.524
67 H 2.73356 -1.50183 -1.48696  0.374
68 Cl -0.99241 4.49415 0.47032  -0.609

=====

No. 5
Formula: C5H10INOS
Source: the Open Molecules 2025 dataset
Level of theory: the ωB97M-V functional and the def2-TZVPD basis

Relative energy (zero: lowest compared OMol25 entry of this formula, charge and spin): 15.7 kcal/mol
Structure (SMILES): CSCCOC/C=N/I
LUMO level: -0.15 eV
HOMO-LUMO gap: 8.7 eV
F_max: 2.82 eV/A

Last column: Mulliken charge in e.
Positions of all 19 atoms, in Å:
1 C 3.06662 1.81580 0.10454  -0.958
2 S 1.32335 2.06344 -0.41336  -0.090
3 C 0.28576 0.70889 0.34485  -0.451
4 C 0.73978 -0.69046 -0.12759  -0.591
5 O -0.05734 -1.70217 0.40466  -0.442
6 C -1.31580 -1.70405 -0.27276  -0.363
7 C -2.39223 -0.78235 0.14545  0.193
8 N -3.31960 -0.56956 -0.68798  -0.681
9 I -5.05909 0.35914 -0.05137  0.076
10 H 3.06383 1.75665 1.13245  0.327
11 H 3.50884 2.76259 -0.09466  0.376
12 H 3.57550 1.07399 -0.44176  0.292
13 H -0.54220 1.07831 -0.36098  0.142
14 H -0.02357 0.78529 1.46265  0.332
15 H 0.65567 -0.75502 -1.20229  0.406
16 H 1.69211 -1.01216 0.08833  0.484
17 H -1.71232 -2.67374 0.01174  0.282
18 H -1.07130 -1.76173 -1.38150  0.340
19 H -2.41801 -0.75285 1.33958  0.327

=====

No. 6
Formula: C30H50PPt
Source: the Open Molecules 2025 dataset
Level of theory: the ωB97M-V functional and the def2-TZVPD basis

Relative energy (zero: lowest compared OMol25 entry of this formula, charge and spin): 22.6 kcal/mol
LUMO level (spin up / spin down): -3.15 / -4.54 eV
Spin multiplicity: 5
HOMO-LUMO gap (spin up / spin down): 6.0 / 5.9 eV
F_max: 3.53 eV/A
<S²>: 6.1462
Total charge: +1

Last column: Mulliken charge in e.
Positions of all 82 atoms, in Å:
1 C -1.36552 0.06068 -2.37140  1.303
2 C -1.26287 -1.39605 -2.10131  0.348
3 C -0.30184 -1.91618 -3.04290  -0.412
4 C 0.23419 -0.84822 -3.79803  1.733
5 C -0.41321 0.34306 -3.44561  -0.221
6 Pt -0.13228 -0.22684 -0.57355  1.554
7 C 3.02253 0.67741 0.14881  2.333
8 C 1.95254 1.70183 0.22217  -2.213
9 H 2.02047 2.57440 0.87761  0.616
10 C 0.90264 1.66116 -0.76240  -0.976
11 H 1.21025 1.67599 -1.82783  0.770
12 H 0.10957 2.40826 -0.63018  0.705
13 C 4.21511 0.86824 1.11072  -1.583
14 H 3.86775 0.92030 2.15974  0.248
15 H 4.84159 -0.03888 0.98200  0.493
16 H 4.84948 1.73037 0.91337  0.375
17 C 3.49333 0.48167 -1.30934  -1.270
18 H 2.64768 0.24143 -1.96312  0.109
19 H 3.98165 1.35680 -1.76853  0.310
20 H 4.21685 -0.35513 -1.33765  0.389
21 C -2.33233 -2.23576 -1.52567  -1.104
22 H -2.89373 -1.69681 -0.76718  0.137
23 H -3.02980 -2.58578 -2.29448  0.293
24 H -1.90780 -3.12269 -1.04980  0.372
25 C -0.01662 -3.36443 -3.22932  -1.457
26 H -0.14855 -3.91170 -2.27634  0.374
27 H -0.68898 -3.83589 -3.97758  0.343
28 H 1.01626 -3.55539 -3.58037  0.378
29 C 1.29356 -0.99082 -4.84304  -1.925
30 H 2.08917 -1.69511 -4.53253  0.329
31 H 0.88038 -1.36254 -5.79949  0.381
32 H 1.76474 -0.01406 -5.04083  0.367
33 C -0.27975 1.63023 -4.15722  -2.078
34 H 0.77494 1.88297 -4.35546  0.493
35 H -0.79409 1.61538 -5.13360  0.369
36 H -0.71625 2.44586 -3.57216  0.336
37 C -2.59231 0.87055 -2.18717  -0.916
38 H -2.36934 1.94575 -2.17372  0.350
39 H -3.32755 0.70046 -2.98878  0.347
40 H -3.07472 0.63374 -1.23847  -0.069
41 C 1.63163 -1.30276 -0.34859  -0.847
42 C 2.51153 -0.77640 0.66408  1.894
43 C 2.20021 -2.24997 -1.20293  1.142
44 C 3.34415 -1.85785 1.33703  -1.085
45 H 1.75847 -0.23688 1.27619  -1.480
46 C 3.34162 -3.00239 -0.79173  -1.063
47 H 1.90903 -2.20821 -2.26140  -0.442
48 C 3.77716 -2.92428 0.56467  -0.590
49 H 3.66800 -1.75832 2.37952  0.496
50 H 3.85571 -3.59264 -1.57644  0.412
51 H 4.58775 -3.64058 0.83732  0.368
52 C 1.10981 1.34408 3.35533  -1.008
53 C -0.18039 0.50536 3.27090  0.517
54 C -0.97180 0.95396 4.49993  -1.856
55 P -1.19365 0.43551 1.63856  0.433
56 C -2.56202 -0.84673 1.86958  1.295
57 C -2.80709 -1.38180 3.29118  -1.891
58 C -3.90877 -0.50884 1.22412  -1.895
59 C -1.95936 2.12521 1.55460  0.771
60 C -3.19008 2.37032 2.44595  -1.397
61 C -0.96745 3.26667 1.73822  -1.859
62 H 0.87668 2.40909 3.52506  0.315
63 H 1.80237 1.27442 2.51327  -0.305
64 H 1.63963 1.00439 4.25965  0.546
65 H 0.08262 -0.56891 3.34564  0.654
66 H -1.09412 2.04448 4.51495  0.330
67 H -1.94371 0.48366 4.65087  0.210
68 H -0.36021 0.70048 5.37451  0.525
69 H -2.12037 -1.68442 1.30140  0.126
70 H -3.38524 -0.68012 3.90872  0.347
71 H -3.41899 -2.29427 3.21739  0.442
72 H -1.88376 -1.65452 3.81632  0.413
73 H -4.35338 -1.41703 0.80245  0.488
74 H -3.85259 0.22717 0.42049  0.303
75 H -4.63654 -0.14539 1.96284  0.512
76 H -2.31302 2.15732 0.50931  0.198
77 H -2.99812 2.17443 3.50792  0.160
78 H -3.46964 3.43208 2.36275  0.475
79 H -4.07106 1.79308 2.14493  0.324
80 H -0.03650 3.11516 1.19276  0.254
81 H -1.42304 4.18632 1.35364  0.533
82 H -0.73263 3.45481 2.78973  0.305